[1]
{"formula": "C47H60N7O4P2SSe2SiTl", "method": "ωB97M-V/def2-TZVPD", "elements": ["Tl", "Se", "P", "C", "C", "C", "C", "C", "C", "C", "C", "C", "C", "C", "C", "C", "C", "N", "N", "N", "P", "Se", "C", "C", "C", "C", "C", "C", "C", "C", "C", "C", "C", "C", "H", "H", "H", "H", "H", "H", "H", "H", "H", "H", "H", "H", "H", "H", "H", "H", "H", "H", "H", "H", "O", "H", "H", "O", "H", "H", "O", "N", "S", "C", "C", "N", "C", "H", "H", "H", "N", "C", "O", "C", "C", "C", "N", "C", "C", "H", "H", "H", "H", "H", "H", "C", "C", "C", "C", "Si", "C", "C", "C", "C", "C", "C", "C", "C", "H", "H", "H", "H", "H", "H", "H", "H", "H", "H", "H", "H", "H", "H", "H", "H", "H", "H", "H", "H", "H", "H", "H", "H", "H", "H", "H"], "xyz": [[-0.72359, -1.20988, 0.83490], [-3.54881, 3.47036, -4.87844], [-1.73328, 3.55062, -3.84733], [-1.50180, 5.13634, -3.00381], [-1.66566, 5.27142, -1.63052], [-1.67036, 6.53401, -1.05237], [-1.49272, 7.66123, -1.83781], [-1.32664, 7.53222, -3.21170], [-1.34827, 6.27697, -3.79486], [-0.31673, 3.30835, -4.95369], [-0.45148, 2.32217, -5.93278], [0.56151, 2.11284, -6.85048], [1.71959, 2.88074, -6.79765], [1.85747, 3.86101, -5.82954], [0.83699, 4.08024, -4.91054], [-1.56542, 2.28185, -2.54017], [-0.58283, 1.90179, -1.59758], [-1.15243, 1.00960, -0.77736], [-2.37541, 0.86109, -1.22072], [-2.68512, 1.58095, -2.26739], [1.18068, 2.12984, -1.22404], [1.83108, 0.77986, 0.28776], [1.42847, 3.84966, -0.73057], [1.96933, 4.81618, -1.57086], [2.15837, 6.11119, -1.10596], [1.80952, 6.43786, 0.19465], [1.25540, 5.47641, 1.03132], [1.06183, 4.18411, 0.57422], [2.13738, 1.76379, -2.70725], [1.62830, 0.86632, -3.63901], [2.45775, 0.36544, -4.63200], [3.78676, 0.75507, -4.69541], [4.29574, 1.65071, -3.76321], [3.47823, 2.14649, -2.76207], [-1.81842, 4.40044, -1.00630], [-1.81467, 6.63012, 0.01549], [-1.49285, 8.64375, -1.38265], [-1.20646, 8.41183, -3.83086], [-1.27903, 6.17794, -4.87166], [-1.37122, 1.75206, -5.98858], [0.44875, 1.35323, -7.61365], [2.51270, 2.71577, -7.51605], [2.75587, 4.46431, -5.79134], [0.93679, 4.86148, -4.17010], [2.25135, 4.56021, -2.58221], [2.57948, 6.86240, -1.76167], [1.96099, 7.44733, 0.55560], [0.97065, 5.73311, 2.04365], [0.63008, 3.43507, 1.22903], [0.59629, 0.54233, -3.57502], [2.06080, -0.32959, -5.36072], [4.43000, 0.35921, -5.47104], [5.33522, 1.94924, -3.80589], [3.88983, 2.80196, -2.00539], [-1.31244, 2.34081, 2.00456], [-1.45190, 2.01831, 1.10377], [-0.91761, 1.57856, 2.45114], [-0.93628, -1.69391, -2.07828], [-1.90260, -1.65348, -2.10297], [-0.68296, -2.47782, -2.57405], [-4.35488, -0.11872, -0.88433], [-3.12588, -0.23711, -0.66671], [2.00752, 1.19684, 5.17458], [0.54314, 0.58587, 5.80834], [-0.22877, 0.11791, 4.79786], [0.31650, 0.22699, 3.53710], [1.49105, 0.78532, 3.59946], [0.32899, 0.60506, 6.86347], [-1.20879, -0.32065, 4.91607], [2.10092, 0.99110, 2.72993], [-7.16460, -0.47030, 5.42629], [-6.17093, -1.38904, 5.34252], [-6.15594, -2.39388, 6.02298], [-5.05693, -1.10169, 4.36236], [-3.99217, -1.99148, 4.33010], [-2.95786, -1.75061, 3.44465], [-2.92068, -0.69903, 2.62318], [-3.94879, 0.14225, 2.64642], [-5.03313, -0.01963, 3.49649], [-7.92325, -0.66218, 6.05720], [-7.20478, 0.34920, 4.85268], [-3.99554, -2.85216, 4.98418], [-2.11243, -2.43165, 3.38803], [-3.91133, 0.97143, 1.95191], [-5.83672, 0.70175, 3.44046], [0.41291, -4.56123, 4.15831], [1.57836, -4.23281, 3.21773], [2.64389, -5.33122, 3.37959], [2.16021, -2.89641, 3.70995], [0.97773, -4.06730, 1.38745], [-0.40873, -5.32748, 0.91638], [-0.03968, -6.76467, 1.32369], [-0.66574, -5.31056, -0.59608], [-1.74443, -4.95028, 1.57680], [2.41724, -3.98099, 0.10240], [2.96758, -5.37440, -0.24617], [3.56882, -3.12697, 0.64963], [1.95905, -3.29909, -1.19870], [0.78771, -4.58887, 5.18755], [-0.03870, -5.52982, 3.95203], [-0.36999, -3.79856, 4.11964], [2.93823, -5.40247, 4.43363], [3.54578, -5.11695, 2.80643], [2.27587, -6.31238, 3.07474], [2.35249, -2.96351, 4.78718], [1.46335, -2.06989, 3.54794], [3.09984, -2.64013, 3.22647], [0.91577, -7.08187, 0.90191], [-0.80737, -7.45769, 0.95971], [0.01639, -6.88405, 2.40560], [0.17526, -5.70287, -1.16664], [-0.89016, -4.30141, -0.95168], [-1.53484, -5.93999, -0.81722], [-1.69993, -4.93851, 2.66334], [-2.50709, -5.68240, 1.28791], [-2.09664, -3.97094, 1.24133], [3.32296, -5.91538, 0.63206], [3.81516, -5.26984, -0.93404], [2.22253, -5.99665, -0.74354], [4.05514, -3.58389, 1.51028], [3.23587, -2.12364, 0.92845], [4.32803, -3.01413, -0.13216], [1.23289, -3.89775, -1.74631], [2.82873, -3.16192, -1.85192], [1.53459, -2.30822, -1.02144]], "forces_ev_per_angstrom": [[0.04, 0.02, 0.02], [-0.04, -0.03, 0.01], [0.02, -0.13, 0.11], [0.02, 0.04, -0.04], [-0.01, 0.00, 0.02], [0.07, -0.02, 0.02], [0.03, 0.00, 0.01], [-0.01, -0.03, -0.01], [0.01, -0.01, 0.02], [-0.01, -0.03, -0.10], [0.01, 0.06, -0.03], [0.04, 0.00, 0.01], [-0.02, -0.01, -0.01], [-0.01, 0.02, 0.04], [0.03, -0.07, 0.00], [-0.09, 0.18, 0.06], [0.24, -0.05, -0.08], [-0.24, -0.14, -0.01], [0.14, 0.22, -0.45], [0.10, 0.11, 0.16], [-0.01, 0.06, -0.11], [0.01, -0.01, -0.27], [0.02, 0.00, 0.09], [-0.02, 0.03, -0.01], [-0.02, -0.03, -0.05], [-0.06, 0.02, 0.01], [-0.03, 0.04, -0.04], [0.05, 0.01, 0.00], [-0.01, -0.01, 0.02], [0.03, 0.01, -0.02], [-0.02, 0.01, -0.03], [-0.01, 0.03, 0.01], [-0.01, 0.01, -0.01], [-0.05, -0.03, -0.02], [0.02, -0.02, 0.00], [0.01, 0.00, 0.02], [-0.01, -0.01, 0.00], [0.00, 0.00, 0.00], [0.02, 0.00, 0.00], [0.00, 0.01, 0.01], [0.00, 0.00, 0.00], [0.00, 0.00, 0.00], [0.00, 0.00, 0.00], [-0.03, 0.03, -0.02], [0.04, -0.01, 0.01], [0.00, -0.01, 0.00], [0.01, -0.01, 0.00], [0.00, 0.00, 0.00], [0.00, 0.03, -0.02], [0.01, -0.02, -0.01], [0.00, 0.00, 0.01], [0.00, 0.00, 0.00], [0.00, 0.00, 0.00], [0.00, 0.02, 0.02], [-0.13, 0.00, -0.04], [0.04, 0.00, 0.03], [0.06, -0.03, 0.05], [0.08, 0.00, -0.04], [-0.08, 0.07, 0.09], [-0.01, -0.04, -0.04], [0.22, 0.00, 0.03], [-0.39, -0.32, 0.21], [0.04, -0.01, 0.00], [0.04, 0.00, 0.04], [0.00, -0.09, -0.12], [-0.11, 0.13, 0.15], [0.03, -0.02, 0.17], [-0.03, -0.01, -0.01], [0.01, 0.03, -0.02], [-0.05, 0.04, 0.15], [0.00, -0.04, 0.02], [0.03, 0.07, -0.07], [0.00, -0.04, 0.04], [-0.06, 0.01, 0.05], [0.02, -0.04, -0.02], [-0.02, 0.09, -0.01], [0.01, -0.16, 0.12], [0.03, 0.00, -0.10], [-0.02, 0.01, -0.04], [0.01, 0.00, -0.01], [0.00, 0.01, -0.01], [0.01, 0.01, 0.00], [-0.01, 0.01, 0.02], [0.03, 0.01, 0.00], [0.02, 0.01, 0.00], [-0.02, 0.03, 0.02], [0.08, -0.02, 0.00], [-0.04, 0.04, 0.02], [-0.03, 0.01, 0.00], [-0.05, 0.07, -0.02], [0.00, -0.07, 0.00], [-0.02, 0.03, -0.01], [-0.01, 0.01, 0.01], [-0.01, -0.01, -0.02], [0.01, -0.02, -0.04], [-0.01, 0.03, 0.00], [0.00, 0.02, 0.00], [0.04, 0.00, 0.00], [-0.01, 0.00, -0.01], [-0.03, -0.01, 0.00], [0.02, -0.01, -0.01], [-0.01, 0.01, -0.01], [0.00, -0.02, 0.00], [-0.02, -0.02, -0.01], [0.02, 0.00, -0.01], [0.01, -0.05, 0.02], [0.03, 0.01, -0.05], [0.00, 0.00, -0.02], [0.00, 0.01, 0.01], [0.01, -0.01, 0.00], [0.00, 0.01, -0.02], [-0.01, -0.01, 0.00], [0.02, 0.01, 0.00], [0.01, 0.00, 0.04], [0.01, 0.01, 0.01], [0.01, -0.01, 0.00], [0.01, 0.00, 0.02], [-0.01, 0.01, 0.01], [0.01, -0.01, 0.01], [0.01, 0.01, 0.02], [0.01, -0.01, -0.02], [-0.01, 0.01, 0.01], [-0.03, 0.01, 0.00], [-0.01, -0.02, 0.00], [0.01, 0.00, 0.01]], "gap_ev": [5.9, 6.5]}



[2]
{"formula": "C47H61BiBrF3N2O3P2S", "method": "ωB97M-V/def2-TZVPD", "elements": ["Bi", "C", "C", "C", "P", "C", "C", "C", "C", "C", "C", "C", "C", "C", "N", "C", "C", "C", "C", "C", "C", "P", "C", "C", "C", "C", "C", "C", "H", "H", "H", "H", "H", "H", "H", "H", "H", "H", "H", "H", "H", "H", "H", "H", "H", "H", "H", "H", "H", "H", "H", "H", "H", "H", "H", "H", "H", "H", "H", "H", "H", "H", "H", "H", "C", "C", "C", "C", "C", "C", "C", "Br", "C", "O", "C", "C", "C", "C", "C", "C", "H", "H", "H", "H", "H", "H", "H", "H", "H", "H", "H", "H", "H", "H", "H", "H", "H", "H", "H", "H", "F", "C", "F", "F", "C", "O", "O", "S", "C", "N", "C", "C", "C", "C", "C", "C", "H", "H", "H", "H", "H"], "xyz": [[-0.49722, -0.02744, 0.20178], [0.41808, -4.29208, 0.14802], [0.30755, -3.56392, 1.49045], [0.37805, -4.55116, 2.65229], [-1.10362, -2.36140, 1.50607], [-2.74146, -3.10905, 1.08835], [-2.74603, -3.68268, -0.33822], [-3.35799, -4.10598, 2.07093], [-1.14400, -1.70148, 3.19293], [-1.58997, -2.46548, 4.27883], [-1.52544, -1.99918, 5.57565], [-0.98845, -0.73450, 5.80266], [-0.53671, 0.03802, 4.75557], [-0.60762, -0.41145, 3.41815], [-0.22591, 0.41346, 2.37672], [0.74742, 1.43271, 2.55090], [1.90460, 1.24517, 3.31152], [2.89073, 2.21555, 3.33274], [2.75918, 3.38072, 2.58438], [1.61564, 3.58071, 1.83161], [0.59752, 2.63112, 1.82360], [-0.97565, 2.74624, 0.91783], [-0.70688, 3.81608, -0.57113], [-0.73719, 5.33276, -0.38436], [-1.75564, 3.39703, -1.61366], [-2.02884, 3.66149, 2.15869], [-1.36272, 4.85575, 2.83945], [-2.49339, 2.66307, 3.22919], [1.39945, -4.76534, 0.07197], [0.31670, -3.61177, -0.70046], [-0.33594, -5.07577, 0.06663], [1.15042, -2.87022, 1.57553], [-0.45655, -5.25828, 2.63536], [0.39323, -4.05106, 3.61888], [1.30127, -5.13149, 2.56151], [-3.36609, -2.21515, 1.08172], [-2.42502, -4.72556, -0.34230], [-2.10515, -3.12734, -1.02516], [-3.76457, -3.64380, -0.73366], [-2.69179, -4.94628, 2.28243], [-4.26523, -4.51353, 1.61500], [-3.64700, -3.63382, 3.00869], [-1.96708, -3.46245, 4.10712], [-1.86871, -2.61459, 6.39811], [-0.92912, -0.34514, 6.81239], [-0.12387, 1.01874, 4.95235], [2.04336, 0.31592, 3.85262], [3.79023, 2.04482, 3.91328], [3.55392, 4.11734, 2.57632], [1.51889, 4.48223, 1.23856], [0.28264, 3.50724, -0.92240], [-1.71184, 5.66154, -0.01401], [-0.57009, 5.81927, -1.35006], [0.03039, 5.69040, 0.30137], [-2.76532, 3.65321, -1.27405], [-1.73555, 2.32142, -1.80848], [-1.57954, 3.91361, -2.56152], [-2.89684, 4.00561, 1.58773], [-0.44055, 4.55557, 3.33734], [-2.04414, 5.24548, 3.60205], [-1.13326, 5.66831, 2.15149], [-1.66636, 2.43155, 3.90518], [-2.84465, 1.72326, 2.80469], [-3.29978, 3.09944, 3.82646], [-6.77354, -2.82364, -3.88745], [-7.01824, -1.43051, -3.28753], [-7.05729, -0.39184, -4.42078], [-8.38065, -1.44214, -2.59500], [-5.88693, -1.06746, -2.32155], [-4.57058, -1.12097, -2.74062], [-3.55011, -0.76323, -1.87853], [-1.78620, -0.89376, -2.62890], [-3.73569, -0.31999, -0.55671], [-2.75530, -0.00824, 0.27651], [-5.09893, -0.23206, -0.13866], [-6.10689, -0.61399, -1.02087], [-5.47681, 0.39701, 1.21647], [-6.98565, 0.34420, 1.47962], [-5.06694, 1.88030, 1.14708], [-4.80709, -0.29971, 2.41804], [-7.59482, -3.09625, -4.55709], [-6.70834, -3.57775, -3.09735], [-5.84641, -2.85802, -4.46495], [-7.87405, -0.61145, -5.11663], [-6.11996, -0.38897, -4.98343], [-7.20900, 0.61239, -4.01511], [-9.14492, -1.76411, -3.30649], [-8.66001, -0.44835, -2.23548], [-8.39339, -2.13585, -1.74981], [-4.31374, -1.44179, -3.74309], [-7.12736, -0.55409, -0.67185], [-7.55381, 0.92966, 0.75163], [-7.18064, 0.76971, 2.46723], [-7.36135, -0.68307, 1.47827], [-5.61761, 2.38103, 0.34525], [-3.99972, 1.97200, 0.94257], [-5.29197, 2.38782, 2.09265], [-5.17794, -1.32765, 2.51068], [-5.06219, 0.23226, 3.34068], [-3.72482, -0.32660, 2.32820], [4.55815, 0.04976, -1.05379], [4.02158, 0.54253, 0.07965], [4.55796, -0.12725, 1.11191], [4.40254, 1.82194, 0.17864], [2.47389, 0.40669, 0.03332], [1.87339, 1.29556, -0.59185], [1.97617, -0.56903, 0.66672], [2.77503, -3.10546, -4.38509], [1.74062, -2.15600, -3.36133], [1.95779, -2.21756, -2.09475], [3.02937, -3.07886, -1.83358], [3.55035, -3.37859, -0.57269], [4.60927, -4.25832, -0.48063], [5.16200, -4.85086, -1.62457], [4.66729, -4.56120, -2.87921], [3.59996, -3.66803, -2.97168], [0.96147, -1.54608, -3.80888], [3.13568, -2.88688, 0.29915], [5.03139, -4.48489, 0.49153], [5.98978, -5.54258, -1.52400], [5.09338, -5.01295, -3.76736]], "forces_ev_per_angstrom": [[0.23, 0.07, 0.24], [-0.02, 0.04, 0.02], [-0.12, -0.04, -0.07], [-0.01, -0.05, -0.01], [0.21, -0.26, 0.31], [0.07, -0.01, -0.09], [-0.03, -0.01, 0.04], [-0.03, -0.02, -0.06], [0.00, 0.02, -0.08], [0.06, 0.04, 0.01], [-0.01, -0.05, 0.04], [-0.01, 0.03, -0.05], [-0.01, 0.00, -0.02], [0.03, 0.15, -0.07], [0.10, -0.06, 0.17], [-0.14, 0.02, -0.08], [0.02, -0.03, -0.03], [0.00, -0.02, 0.02], [0.03, 0.04, -0.01], [0.00, -0.03, 0.05], [-0.11, -0.23, 0.08], [0.40, 0.48, 0.04], [-0.12, 0.05, 0.07], [0.05, -0.03, -0.09], [0.04, 0.01, 0.00], [-0.13, -0.26, -0.05], [-0.08, 0.08, -0.05], [0.04, 0.02, -0.01], [-0.08, 0.00, 0.02], [0.01, -0.04, 0.03], [0.01, 0.02, 0.00], [0.07, 0.05, -0.01], [0.06, 0.05, 0.00], [-0.01, 0.00, 0.01], [-0.06, 0.01, 0.01], [-0.03, 0.04, 0.02], [0.00, 0.04, 0.00], [-0.05, -0.05, 0.06], [0.04, 0.00, 0.03], [-0.04, 0.04, -0.01], [0.03, 0.01, 0.03], [0.00, -0.04, -0.06], [0.03, 0.00, 0.00], [0.01, 0.04, -0.05], [0.02, 0.00, -0.03], [-0.03, -0.03, 0.01], [-0.01, 0.05, -0.06], [-0.04, 0.01, -0.03], [-0.05, -0.04, 0.00], [0.00, -0.04, 0.03], [0.03, -0.03, -0.01], [0.05, 0.00, -0.03], [-0.02, -0.02, 0.05], [-0.04, 0.00, -0.02], [0.05, -0.03, -0.03], [0.00, 0.05, 0.01], [-0.02, -0.01, 0.07], [-0.05, -0.03, -0.01], [-0.01, 0.00, 0.02], [0.04, 0.00, -0.03], [0.00, -0.06, 0.07], [-0.04, 0.02, -0.04], [0.01, 0.04, 0.01], [0.06, 0.00, -0.03], [0.02, -0.01, 0.04], [0.07, 0.01, -0.02], [0.00, -0.01, 0.00], [-0.03, -0.01, 0.02], [-0.11, 0.03, 0.04], [0.04, -0.01, -0.01], [0.06, 0.03, -0.08], [-0.12, 0.07, 0.04], [-0.07, -0.03, 0.16], [-0.20, -0.01, -0.30], [-0.07, -0.01, -0.02], [0.02, -0.08, 0.05], [0.12, 0.00, -0.03], [-0.01, 0.05, 0.00], [0.01, -0.04, 0.06], [-0.06, -0.02, -0.14], [0.06, 0.02, 0.03], [-0.01, 0.05, -0.06], [-0.07, -0.01, 0.04], [0.07, 0.01, 0.05], [-0.06, 0.01, 0.02], [0.00, -0.06, -0.03], [0.02, 0.02, 0.04], [0.01, -0.06, 0.00], [-0.02, 0.04, -0.04], [-0.01, 0.02, 0.04], [0.08, 0.02, -0.05], [0.02, -0.05, 0.04], [-0.01, -0.01, -0.04], [0.00, 0.06, 0.01], [0.02, -0.02, 0.05], [-0.05, 0.01, 0.00], [0.03, -0.05, -0.09], [0.04, 0.08, 0.00], [0.00, -0.05, -0.07], [0.04, 0.00, 0.00], [0.03, -0.05, 0.06], [-0.12, -0.13, -0.02], [0.02, 0.07, -0.13], [0.02, -0.09, 0.03], [-0.28, 0.06, 0.36], [0.02, -0.41, 0.09], [0.07, 0.33, -0.43], [-0.06, 0.03, -0.01], [0.08, -0.01, 0.07], [0.10, -0.12, -0.05], [-0.09, 0.09, -0.22], [0.03, 0.16, 0.04], [-0.02, 0.04, 0.04], [-0.02, -0.01, -0.01], [0.00, -0.01, -0.03], [-0.05, 0.03, 0.06], [0.10, -0.07, 0.08], [0.01, 0.01, -0.03], [-0.03, 0.00, -0.05], [-0.03, 0.04, 0.00], [-0.01, 0.03, 0.06]], "gap_ev": 7.7, "e_above_lowest_kj_mol": 23.5}



no.,largest force on an atom (Eh/bohr)
1,0.01057
2,0.01221